A molecular structure, C11H18Cl2N2W in a non-equilibrium geometry. Source: OMol25; level of theory: ωB97M-V/def2-TZVPD.

Atoms and positions in Å:
W: 0.523 1.029 0.547
Cl: 0.238 3.226 -0.096
Cl: 0.701 1.889 2.764
C: 2.351 0.614 0.348
H: 2.939 0.044 -0.384
H: 2.969 0.972 1.189
C: -0.816 0.588 -1.134
C: 0.471 -0.105 -1.244
H: -1.634 -0.029 -0.765
C: 1.350 0.187 -2.455
H: 0.430 -1.169 -1.015
C: 1.135 1.582 -3.046
H: 2.408 0.045 -2.218
H: 1.114 -0.575 -3.225
C: -0.340 1.757 -3.417
H: 1.437 2.374 -2.352
H: 1.759 1.698 -3.944
C: -1.298 1.532 -2.228
H: -0.501 2.748 -3.867
H: -0.581 1.017 -4.196
H: -1.571 2.510 -1.812
H: -2.241 1.132 -2.636
C: -1.973 -2.296 4.184
N: -1.095 -1.886 3.096
C: -0.133 -2.689 2.475
C: 0.460 -1.935 1.513
N: -0.147 -0.675 1.527
C: -1.070 -0.680 2.508
H: -2.617 -3.128 3.859
H: -1.386 -2.634 5.052
H: -2.600 -1.447 4.480
H: 0.065 -3.702 2.781
H: 1.294 -2.167 0.865
H: -1.641 0.173 2.848

Summary:
* multiplicity: 3
* largest force on an atom: 4.41 eV Å⁻¹
* HOMO (spin up / spin down): -7.047 / -7.957 eV
* E_tot: -1526.8810 hartree
* energy above the lowest of the compared OMol25 structures with the same formula, charge and spin: 15.2 kcal per mole
* HOMO-LUMO gap (spin up / spin down): 7.326 / 6.302 eV

***

2 unconnected molecules or ions with the total composition C20H44BrN4O2 in a non-equilibrium geometry. Source: OMol25; level of theory: ωB97M-V/def2-TZVPD.

Atoms and positions in Å:
C: -3.148 2.074 -1.722
C: -2.155 1.821 -2.551
C: -0.965 2.720 -2.723
N: 0.309 2.018 -2.334
C: 1.199 2.860 -1.503
C: 2.464 2.197 -0.966
C: 2.161 1.378 0.296
C: 2.252 2.235 1.582
C: 0.929 2.327 2.337
O: -0.185 2.528 1.483
C: -1.092 1.427 1.414
C: 0.920 1.443 -3.395
N: 1.900 2.026 -3.994
C: 2.634 1.498 -5.146
N: 0.382 0.219 -3.827
Br: -0.485 0.356 -5.473
C: 1.157 -1.011 -3.558
C: 0.330 -2.205 -4.084
C: 1.339 -1.237 -2.040
C: 0.040 -1.182 -1.242
C: 0.267 -1.786 0.162
H: -4.125 1.700 -1.982
H: -3.001 2.585 -0.783
H: -2.181 0.896 -3.109
H: -1.098 3.581 -2.079
H: -0.952 2.969 -3.784
H: 1.505 3.750 -2.084
H: 0.621 3.252 -0.672
H: 3.024 1.648 -1.720
H: 3.106 3.016 -0.655
H: 2.917 0.606 0.395
H: 1.161 0.965 0.264
H: 2.967 1.782 2.264
H: 2.645 3.228 1.380
H: 0.797 1.484 3.011
H: 0.992 3.198 2.992
H: -2.032 1.706 1.885
H: -0.684 0.505 1.820
H: -1.301 1.237 0.359
H: 2.219 2.931 -3.666
H: 3.355 2.248 -5.449
H: 3.216 0.628 -4.888
H: 1.991 1.333 -5.999
H: 2.118 -1.092 -4.069
H: 0.619 -3.106 -3.555
H: 0.482 -2.384 -5.142
H: -0.715 -2.057 -3.850
H: 1.696 -2.259 -1.968
H: 2.126 -0.616 -1.616
H: -0.340 -0.166 -1.177
H: -0.740 -1.782 -1.696
H: -0.633 -2.297 0.482
H: 0.497 -1.014 0.890
H: 1.090 -2.490 0.142
C: -2.446 -3.724 5.993
C: -2.784 -3.401 4.540
C: -1.554 -3.123 3.661
O: -0.955 -1.852 3.862
C: -0.112 -1.770 4.999
N: -3.740 -2.290 4.513
H: -2.206 -2.832 6.571
H: -3.301 -4.195 6.478
H: -1.602 -4.414 6.059
H: -3.279 -4.281 4.120
H: -1.882 -3.127 2.617
H: -0.805 -3.921 3.756
H: 0.428 -2.705 5.172
H: -0.681 -1.498 5.890
H: 0.614 -0.977 4.817
H: -4.058 -2.146 3.558
H: -3.230 -1.438 4.734

Summary:
* largest force on an atom: 2.39 eV Å⁻¹
* HOMO: -10.880 eV
* E_tot: -3731.5815 hartree
* HOMO-LUMO gap: 6.998 eV
* charge: +1

***

A single C5H12NO2PS molecule in a non-equilibrium geometry. Source: OMol25; level of theory: ωB97M-V/def2-TZVPD.

Atoms and positions in Å:
C: -2.641 -0.844 -0.252
C: -1.716 -0.603 0.922
C: -3.377 0.413 -0.707
C: 2.509 -0.672 0.857
C: 2.880 0.367 -1.379
N: 1.875 -0.056 -0.429
O: -0.386 -0.677 0.499
O: -3.409 1.437 -0.090
P: 0.340 0.567 -0.429
S: 0.251 2.067 1.055
H: -2.013 -1.259 -1.067
H: -3.399 -1.428 0.065
H: -1.787 0.358 1.311
H: -1.715 -1.382 1.766
H: -3.784 0.229 -1.621
H: 2.462 0.209 1.639
H: 1.990 -1.571 1.160
H: 3.499 -0.920 0.650
H: 3.703 0.945 -0.941
H: 3.394 -0.523 -1.703
H: 2.376 0.962 -2.105
H: -1.051 2.383 0.798

Summary:
* largest force on an atom: 4.22 eV Å⁻¹
* structure (SMILES): CN(C)P(S)OCCC=O
* HOMO: -8.329 eV
* E_tot: -1142.4494 hartree
* energy above the lowest of the compared OMol25 structures with the same formula, charge and spin: 70.6 kcal per mole
* HOMO-LUMO gap: 9.182 eV

***

A molecular structure, C49H51LiN3O3S3Se in a non-equilibrium geometry. Source: OMol25; level of theory: ωB97M-V/def2-TZVPD.

Atoms and positions in Å:
Li: -0.655 -0.112 -0.525
O: -1.933 -0.402 -1.972
S: -2.943 0.647 -1.810
C: -2.668 1.824 -3.273
C: -1.729 1.241 -4.314
C: -0.264 1.410 -3.898
C: 0.631 0.223 -4.188
S: 1.605 -0.179 -2.626
O: 0.733 0.289 -1.554
C: 2.770 1.210 -2.817
C: 2.623 2.249 -1.918
C: 3.465 3.343 -1.983
C: 4.470 3.381 -2.934
C: 4.633 2.324 -3.817
C: 3.784 1.231 -3.760
C: -4.385 -0.150 -2.620
C: -4.330 -1.515 -2.840
C: -5.426 -2.182 -3.357
C: -6.586 -1.481 -3.640
C: -6.658 -0.122 -3.381
C: -5.562 0.543 -2.861
H: -2.265 2.737 -2.842
H: -3.644 2.030 -3.705
H: -1.897 1.722 -5.286
H: -1.969 0.181 -4.421
H: -0.261 1.524 -2.811
H: 0.149 2.320 -4.336
H: 1.341 0.368 -4.998
H: 0.049 -0.675 -4.380
H: 1.850 2.175 -1.170
H: 3.335 4.158 -1.287
H: 5.130 4.234 -2.983
H: 5.429 2.354 -4.548
H: 3.915 0.407 -4.447
H: -3.413 -2.037 -2.602
H: -5.379 -3.250 -3.527
H: -7.440 -1.993 -4.059
H: -7.573 0.418 -3.575
H: -5.620 1.597 -2.634
S: -1.499 -3.370 2.240
C: -1.680 -3.755 0.560
C: -2.435 -4.753 -0.026
C: -2.403 -4.869 -1.402
C: -1.616 -4.019 -2.175
C: -0.862 -3.023 -1.593
C: -0.902 -2.866 -0.215
N: -0.250 -1.917 0.494
C: -0.407 -2.018 1.765
C: 0.227 -1.236 2.771
C: -0.342 -1.189 4.051
C: 0.216 -0.464 5.072
C: 1.399 0.235 4.827
C: 1.987 0.192 3.589
C: 1.436 -0.538 2.525
H: -3.038 -5.415 0.578
H: -2.991 -5.639 -1.878
H: -1.607 -4.147 -3.250
H: -0.244 -2.352 -2.161
H: -1.252 -1.747 4.227
H: -0.256 -0.428 6.046
H: 1.857 0.802 5.628
H: 2.911 0.720 3.397
C: 4.907 -1.751 -1.409
N: 4.564 -2.702 -0.395
C: 3.287 -3.141 -0.201
Se: 2.412 -0.631 0.960
N: 3.371 -3.942 0.900
C: 4.638 -3.981 1.420
C: 5.211 -4.645 2.488
C: 6.572 -4.482 2.691
C: 7.340 -3.690 1.845
C: 6.777 -3.019 0.772
C: 5.417 -3.173 0.565
H: 4.003 -1.195 -1.654
H: 5.299 -2.239 -2.308
H: 5.651 -1.056 -1.022
H: 2.555 -4.338 1.338
H: 4.618 -5.272 3.135
H: 7.043 -4.993 3.520
H: 8.400 -3.595 2.034
H: 7.382 -2.413 0.112
C: 0.485 2.936 1.267
C: -0.744 3.685 0.751
C: -0.777 3.669 -0.777
C: -1.988 3.083 1.371
C: -2.690 3.815 2.311
C: -3.776 3.285 2.986
C: -4.156 1.980 2.729
C: -3.481 1.207 1.804
C: -3.869 -0.236 1.574
C: -4.008 -1.013 2.886
C: -5.174 -0.344 0.780
C: -2.379 1.748 1.088
O: -1.762 1.025 0.200
H: 1.404 3.410 0.925
H: 0.464 1.907 0.913
H: 0.486 2.926 2.355
H: -0.668 4.734 1.076
H: -0.812 2.636 -1.108
H: 0.118 4.144 -1.183
H: -1.658 4.192 -1.152
H: -2.375 4.829 2.526
H: -4.309 3.876 3.721
H: -4.989 1.555 3.275
H: -3.066 -0.684 0.975
H: -4.938 -0.753 3.391
H: -3.182 -0.780 3.553
H: -4.017 -2.085 2.690
H: -6.004 0.074 1.352
H: -5.399 -1.387 0.554
H: -5.090 0.198 -0.160

Summary:
* largest force on an atom: 3.45 eV Å⁻¹
* HOMO: -3.210 eV
* E_tot: -5891.3952 hartree
* energy above the lowest of the compared OMol25 structures with the same formula, charge and spin: 46.7 kcal per mole
* HOMO-LUMO gap: 5.322 eV
* charge: -1